1.
{"formula": "C7H14BN3O4P", "method": "ωB97M-V/def2-TZVPD", "total_charge": 1, "e_homo_ha": -0.462, "lumo_energy_ha": -0.16064, "smiles": "N=P(O)(O)c1cc(CCN)[nH+]cc1B(O)O", "multiplicity": 1, "total_energy_ev": -30108.980, "symbols": ["N", "P", "O", "O", "C", "C", "C", "C", "C", "N", "N", "C", "C", "B", "O", "O", "H", "H", "H", "H", "H", "H", "H", "H", "H", "H", "H", "H", "H", "H"], "xyz": [[3.76388, 0.98456, 0.10620], [2.46810, 0.93969, 0.90734], [2.46904, -0.01736, 2.20822], [1.96404, 2.40195, 1.39490], [1.04215, 0.30692, -0.03186], [-0.15507, 0.99451, 0.09357], [-1.27922, 0.58316, -0.60915], [-2.58509, 1.28219, -0.47907], [-3.60100, 0.50996, 0.43963], [-3.12377, -0.83628, 0.77106], [-1.15969, -0.46640, -1.41917], [-0.01771, -1.15665, -1.55140], [1.13477, -0.82715, -0.86517], [2.39408, -1.80637, -1.09236], [2.36468, -2.59766, -2.23243], [3.44993, -1.91715, -0.26892], [4.14804, 1.91894, 0.04556], [2.22065, 0.48299, 2.99292], [1.99547, 2.52943, 2.34945], [-0.19567, 1.86339, 0.72451], [-2.42160, 2.26254, -0.05587], [-3.00620, 1.39831, -1.47523], [-3.79704, 1.10399, 1.32215], [-4.51118, 0.39377, -0.13286], [-2.71769, -0.86708, 1.69371], [-3.88041, -1.50154, 0.74840], [-1.96246, -0.77017, -1.95246], [-0.03785, -1.99105, -2.22857], [1.76898, -3.33729, -2.07713], [3.26782, -1.86416, 0.67402]], "atomic_forces_ev_per_a": [[-0.504, -0.039, -0.099], [0.953, 0.828, -0.405], [-0.341, 0.427, -0.301], [-0.358, -0.728, 0.363], [0.115, -0.301, 0.281], [0.015, -0.392, -0.384], [0.137, 0.891, 0.594], [-0.342, -0.446, 0.124], [0.501, -0.515, -0.450], [-0.025, 0.175, -0.163], [0.226, -0.138, -0.154], [0.472, -0.042, 0.100], [-0.251, -0.112, 0.105], [0.237, -0.064, -0.433], [-0.328, 0.352, 0.379], [-0.456, -0.587, 0.283], [0.363, -0.112, -0.117], [0.043, -0.422, 0.394], [-0.002, 0.340, 0.009], [-0.226, 0.162, 0.056], [0.130, 0.291, -0.119], [-0.110, 0.131, -0.087], [-0.149, 0.180, 0.137], [-0.314, 0.170, 0.094], [0.042, -0.074, 0.105], [-0.080, -0.084, 0.095], [-0.150, -0.024, 0.082], [-0.113, -0.077, -0.208], [0.182, -0.318, -0.379], [0.330, 0.526, 0.098]]}

2.
{"formula": "C7H14BNO", "method": "ωB97M-V/def2-TZVPD", "total_charge": 0, "e_homo_ha": -0.351, "lumo_energy_ha": 0.02389, "smiles": "C#C[C@@H](NB(C)O)C(C)C", "multiplicity": 1, "total_energy_ev": -11699.648, "symbols": ["C", "C", "C", "N", "B", "C", "O", "C", "C", "C", "H", "H", "H", "H", "H", "H", "H", "H", "H", "H", "H", "H", "H", "H"], "xyz": [[0.32207, 2.50317, 2.18653], [-0.01393, 1.57472, 1.48788], [-0.20706, 0.40473, 0.64261], [0.41930, 0.90100, -0.81828], [-0.50347, 1.07789, -1.82413], [0.08620, 1.44786, -3.25796], [-1.90245, 0.91749, -1.61390], [0.55277, -0.75681, 1.29055], [0.07357, -0.88628, 2.75978], [0.26544, -2.04033, 0.57378], [0.50918, 3.34554, 2.79772], [-1.26756, 0.04056, 0.48926], [1.38099, 0.79917, -0.88152], [0.67560, 2.28673, -3.40601], [-0.75935, 1.59043, -3.85456], [0.57414, 0.58731, -3.71842], [-2.46785, 1.46737, -2.21090], [1.62805, -0.50917, 1.31524], [-0.97770, -1.00862, 2.95164], [0.26544, -0.04333, 3.38309], [0.64998, -1.62492, 3.24456], [0.22570, -1.92320, -0.47108], [-0.54651, -2.59543, 0.97767], [1.03009, -2.78962, 0.81030]], "atomic_forces_ev_per_a": [[-0.647, -0.916, -0.782], [-0.043, 1.155, 0.614], [1.096, 0.725, -2.074], [-3.961, -2.065, 4.264], [-0.253, 0.611, -1.434], [-1.030, -1.960, 0.604], [0.474, 0.943, -0.447], [-0.627, 0.532, 0.918], [0.486, 0.728, -0.256], [1.596, -1.192, 0.981], [0.137, 0.165, 0.126], [1.132, 1.015, -0.021], [1.791, -0.083, -0.192], [1.377, 1.623, 0.212], [-1.459, 0.369, -1.389], [0.239, -0.079, 0.161], [0.998, -0.932, 0.645], [-0.327, -0.136, -0.115], [-0.627, -0.672, -0.619], [0.539, 1.129, -0.001], [0.350, -1.458, 0.429], [-0.245, 0.017, -1.351], [-1.506, 0.187, 0.040], [0.510, 0.295, -0.315]]}

3.
{"formula": "C7H14BePS", "method": "ωB97M-V/def2-TZVPD", "total_charge": -1, "e_homo_ha": -0.037, "lumo_energy_ha": 0.09687, "multiplicity": 1, "total_energy_ev": -28008.516, "symbols": ["C", "C", "C", "C", "C", "Be", "P", "H", "H", "H", "H", "H", "H", "H", "H", "C", "S", "C", "H", "H", "H", "H", "H", "H"], "xyz": [[-0.20423, 0.93398, -1.81343], [-0.56089, 0.31261, -2.98104], [-0.95580, -1.03823, -3.06224], [-1.15510, -1.86037, -1.93416], [-0.99489, -1.43154, -0.65096], [-0.28799, 0.03520, -0.40327], [-0.79387, 2.48971, 0.48052], [0.14846, 1.97636, -1.88125], [-0.54701, 0.83115, -3.95838], [-1.07025, -1.45951, -4.07110], [-1.27713, -2.08666, 0.18238], [-1.47248, -2.88094, -2.19354], [-1.91840, 2.82874, 1.29200], [-0.65791, 3.66547, -0.31056], [0.23372, 2.84743, 1.39543], [2.57718, -0.72960, 1.73336], [1.10870, 0.26785, 1.42286], [-0.02530, -0.38455, 2.66474], [3.21037, -0.67045, 0.84710], [2.27672, -1.77125, 1.91430], [3.11970, -0.31927, 2.60650], [0.19210, -1.45432, 2.79282], [0.11354, 0.16074, 3.60725], [-1.05924, -0.26255, 2.32064]], "atomic_forces_ev_per_a": [[0.861, 0.637, 0.459], [0.080, -0.401, -0.736], [0.002, -0.191, -0.586], [-0.250, -0.092, -1.327], [0.216, -0.010, 2.243], [-0.064, 0.026, -1.513], [-0.111, -0.056, 0.581], [-0.170, -0.066, -0.532], [0.098, 0.024, 0.345], [-0.161, 0.039, 0.396], [-0.075, -0.602, -0.329], [-0.077, 0.053, 0.294], [0.238, 0.581, -0.013], [-0.344, -0.263, 0.185], [-0.340, 0.483, 0.203], [-0.099, -0.207, 0.349], [0.126, 0.195, 0.201], [0.141, -0.062, 0.439], [-0.092, -0.031, 0.068], [0.241, 0.252, -0.128], [-0.258, -0.299, -0.431], [-0.235, 0.318, 0.010], [-0.076, -0.293, -0.098], [0.348, -0.032, -0.080]]}

4.
{"formula": "C7H14BiN2OP", "method": "ωB97M-V/def2-TZVPD", "total_charge": 0, "e_homo_ha": -0.210, "lumo_energy_ha": 0.01065, "multiplicity": 1, "total_energy_ev": -27636.528, "symbols": ["C", "C", "C", "C", "C", "Bi", "P", "H", "H", "H", "H", "H", "H", "H", "H", "C", "N", "C", "N", "O", "H", "H", "H", "H", "H", "H"], "xyz": [[-0.45604, 1.50049, -0.98014], [-1.61650, 2.12578, -0.53250], [-2.83107, 1.42128, -0.29030], [-2.96223, 0.04355, -0.58851], [-1.87120, -0.78073, -0.82293], [-0.52221, 0.08025, 0.59643], [2.47140, 0.79049, 1.45912], [0.45726, 2.03261, -1.25840], [-1.67727, 3.21730, -0.37333], [-3.76825, 1.99126, -0.13525], [-1.97097, -1.84572, -1.07151], [-4.01329, -0.31892, -0.64313], [3.08654, 0.09127, 2.54414], [2.77573, 2.13075, 1.86385], [3.49579, 0.61032, 0.47500], [2.10428, -1.59932, -3.57797], [1.68357, -2.52973, -2.54438], [1.03753, -2.18357, -1.41166], [0.51225, -3.22402, -0.69711], [0.96554, -0.99139, -0.98980], [1.80005, -0.58185, -3.33149], [1.64263, -1.87231, -4.53225], [3.19157, -1.62424, -3.68911], [1.72703, -3.52397, -2.74345], [-0.19600, -3.01091, -0.00227], [0.51836, -4.14655, -1.10763]], "atomic_forces_ev_per_a": [[0.738, 0.761, 0.673], [-0.641, 1.023, -0.609], [-0.301, 0.516, 0.907], [-0.667, -1.084, -0.679], [-1.540, -0.700, 0.443], [0.300, -0.452, -0.510], [0.502, 0.078, -0.082], [-0.352, 0.273, 0.296], [-0.100, -0.302, -0.694], [0.873, -0.311, 0.219], [-0.337, 0.416, 0.033], [0.683, 0.161, -0.428], [0.091, 0.364, -0.333], [0.159, -0.530, -0.093], [-0.129, 0.177, 0.533], [0.197, 0.031, -0.135], [-0.174, -0.227, 0.025], [-0.163, 1.529, 1.060], [0.049, -0.007, 0.050], [0.896, -2.229, -0.761], [-0.067, -0.211, 0.193], [0.067, 0.050, 0.150], [-0.096, 0.054, -0.026], [-0.019, 0.498, -0.110], [0.298, -0.090, -0.324], [-0.267, 0.212, 0.203]]}

no.,molar mass (g/mol)
1,245.99
2,139.01
3,170.24
4,382.16